Molecular formula: C26H59Br4F2N4O9S2
Method: DFT, wB97M-V/def2-TZVPD

ORCA input file:
```
! wB97M-V def2-TZVPD RIJCOSX def2/J DEFGRID3
* xyz 1 1
C -5.882 1.107 2.958
C -5.266 0.491 1.648
C -4.136 -0.484 1.996
C -3.650 -1.419 0.873
C -4.806 -2.275 0.381
C -6.004 -1.419 -0.039
N -6.271 -0.336 0.994
O -7.383 0.474 0.667
C -7.230 -2.371 -0.094
C -5.863 -0.808 -1.463
C -4.624 1.499 0.661
H -5.056 1.787 3.166
H -5.991 0.473 3.838
H -6.806 1.645 2.748
H -4.510 -1.000 2.880
H -3.320 0.176 2.291
H -2.884 -2.127 1.191
H -3.074 -0.792 0.192
H -5.188 -2.837 1.234
H -4.533 -2.904 -0.466
H -7.261 -3.132 -0.873
H -8.181 -1.847 -0.185
H -7.437 -2.894 0.839
H -6.808 -0.495 -1.908
H -5.386 -1.517 -2.140
H -5.127 -0.006 -1.509
H -3.893 2.105 1.196
H -5.392 2.074 0.142
H -3.959 1.045 -0.074
C 0.366 1.373 -4.144
C 0.274 -0.079 -4.777
N 0.232 -1.212 -3.670
C 1.641 -1.292 -3.042
C -0.742 -0.971 -2.390
C -2.323 -0.890 -2.787
C -0.184 -2.683 -4.116
C 0.823 -3.369 -5.053
O 1.038 -2.537 -6.148
C 1.343 -3.284 -7.298
H -0.390 1.629 -3.401
H 0.579 2.194 -4.829
H 1.311 1.423 -3.603
H 1.204 -0.301 -5.301
H -0.531 -0.227 -5.496
H 1.712 -2.185 -2.421
H 1.742 -0.390 -2.439
H 2.445 -1.351 -3.776
H -0.401 0.002 -2.037
H -0.576 -1.632 -1.540
H -2.543 -1.867 -3.219
H -2.566 -0.191 -3.587
H -2.945 -0.640 -1.928
H -1.142 -2.601 -4.630
H -0.350 -3.140 -3.140
H 0.361 -4.346 -5.193
H 1.724 -3.562 -4.471
H 0.550 -3.922 -7.689
H 2.157 -3.931 -6.971
H 1.616 -2.643 -8.136
N 1.549 0.383 -0.108
S 0.974 -0.339 1.106
O -0.439 -0.668 1.117
O 1.680 -0.080 2.341
F 1.619 -1.799 0.654
S 0.726 1.814 0.210
O 1.090 2.508 1.451
O -0.697 1.883 -0.131
F 1.450 2.570 -0.930
C 4.483 2.827 -0.422
N 4.668 3.701 -1.655
O 3.759 3.640 -2.530
O 5.631 4.468 -1.666
H 4.017 3.451 0.341
H 5.494 2.568 -0.108
H 3.881 1.943 -0.633
Br 4.640 -2.210 1.411
C 4.783 -0.757 0.063
C 6.225 -0.725 -0.448
Br 6.085 0.559 -2.077
H 4.446 0.173 0.522
H 4.055 -0.982 -0.715
H 6.485 -1.761 -0.667
H 6.982 -0.426 0.277
Br -0.916 1.257 3.803
C 0.594 2.200 4.624
C 0.053 3.083 5.761
Br 0.044 2.162 7.418
H 1.005 2.829 3.834
H 1.392 1.582 5.037
H -0.880 3.627 5.610
H 0.814 3.829 5.990
C 3.481 -0.374 6.152
C 4.137 -0.158 4.796
O 4.251 1.237 4.691
C 4.785 1.575 3.398
C 4.718 3.061 3.282
H 2.394 -0.331 6.216
H 3.668 -1.429 6.354
H 3.786 0.165 7.048
H 5.084 -0.674 4.956
H 3.612 -0.642 3.973
H 5.760 1.089 3.346
H 4.191 1.219 2.557
H 5.070 3.466 2.333
H 5.197 3.544 4.134
H 3.672 3.351 3.370
*
```

Molecular formula: C26H59Cl3F6N8O12S2
Method: DFT, wB97M-V/def2-TZVPD

ORCA input file:
```
! wB97M-V def2-TZVPD RIJCOSX def2/J DEFGRID3
* xyz 2 1
C 1.381 -1.581 0.342
C -0.139 -1.424 0.472
O -0.947 -2.305 0.160
N -0.720 -0.212 1.129
H -1.152 -0.497 1.997
H 0.020 0.428 1.379
C -1.468 0.702 0.125
H 1.884 -1.517 1.307
H 1.728 -0.752 -0.275
H 1.486 -2.602 -0.026
H -1.718 1.633 0.635
H -2.294 0.112 -0.272
H -0.851 1.070 -0.695
C -5.555 -1.817 0.991
C -5.613 -3.206 1.753
O -6.545 -3.806 2.239
N -4.336 -3.812 2.107
H -3.759 -3.121 2.567
H -4.476 -4.447 2.880
C -3.533 -4.269 0.939
H -5.341 -2.000 -0.062
H -4.915 -1.056 1.438
H -6.531 -1.335 1.051
H -3.238 -3.442 0.293
H -4.063 -5.055 0.401
H -2.612 -4.658 1.372
C 5.249 -1.011 2.663
C 6.373 0.042 2.763
O 6.179 1.214 2.793
N 7.758 -0.576 2.953
H 8.002 -0.751 3.918
H 7.810 -1.464 2.475
C 8.769 0.487 2.472
H 4.578 -0.423 2.037
H 4.776 -1.341 3.588
H 5.529 -1.938 2.161
H 9.093 1.148 3.276
H 8.394 1.118 1.667
H 9.625 0.008 1.997
C 1.579 3.907 -1.150
C 2.871 3.596 -1.651
O 3.843 4.265 -1.398
N 2.899 2.329 -2.583
H 1.969 1.954 -2.705
H 3.168 2.517 -3.539
C 3.902 1.274 -2.120
H 0.987 4.485 -1.860
H 1.557 4.603 -0.311
H 0.984 3.054 -0.824
H 3.727 0.936 -1.099
H 4.915 1.641 -2.289
H 3.626 0.424 -2.744
C -2.414 5.977 1.266
C -1.771 4.800 1.938
O -1.096 3.983 1.327
N -1.958 4.884 3.471
H -1.751 5.824 3.778
H -2.905 4.846 3.818
C -1.032 3.854 4.277
H -3.439 6.169 1.582
H -2.527 5.847 0.190
H -1.900 6.939 1.294
H -1.292 4.071 5.313
H -0.005 4.125 4.033
H -1.165 2.832 3.921
C 4.291 -5.537 -0.813
C 4.262 -4.273 -1.742
O 3.268 -3.663 -2.016
N 5.605 -3.503 -1.947
H 6.373 -4.137 -2.118
H 5.579 -2.994 -2.819
C 5.885 -2.585 -0.790
H 4.659 -5.278 0.180
H 4.898 -6.256 -1.362
H 3.283 -5.927 -0.665
H 6.959 -2.399 -0.777
H 5.504 -3.083 0.101
H 5.313 -1.709 -1.098
C -3.240 2.991 -4.943
C -2.812 1.548 -4.986
N -3.725 0.563 -4.419
C -3.446 -0.147 -3.282
C -4.657 -0.658 -2.898
N -5.621 -0.346 -3.811
C -5.029 0.328 -4.846
C -7.104 -0.554 -3.703
H -3.632 3.384 -4.005
H -4.043 3.244 -5.635
H -2.382 3.626 -5.163
H -1.942 1.621 -4.334
H -2.550 1.368 -6.029
H -2.456 -0.111 -2.851
H -4.882 -1.092 -1.935
H -5.475 0.844 -5.684
H -7.381 -0.126 -2.740
H -7.402 -1.591 -3.852
H -7.650 0.059 -4.421
Cl 0.269 0.017 -3.203
Cl 1.969 1.736 1.751
Cl -2.611 -1.347 3.446
C 1.100 -4.107 3.225
F 0.759 -4.769 4.311
F 0.569 -4.598 2.111
F 0.656 -2.866 3.321
S 3.095 -4.175 3.199
O 3.439 -5.578 2.913
O 3.475 -3.279 2.100
O 3.544 -3.600 4.479
C -4.500 3.433 -1.060
F -4.605 4.667 -0.571
F -5.268 3.380 -2.100
F -3.271 3.080 -1.451
S -5.075 2.126 0.292
O -5.078 0.861 -0.383
O -4.129 2.114 1.413
O -6.391 2.613 0.667
*
```

Molecular formula: C26H60Br2N2O11P
Method: DFT, wB97M-V/def2-TZVPD

ORCA input file:
```
! wB97M-V def2-TZVPD RIJCOSX def2/J DEFGRID3
* xyz -1 1
C -2.309 0.438 -0.963
C -1.874 -0.722 -0.052
C -2.373 -0.490 1.366
C -0.344 -0.941 -0.147
C -0.007 -2.218 0.626
C 1.381 -2.804 0.353
N 2.509 -1.919 0.620
P 2.360 -0.697 1.762
N 3.096 0.578 0.877
O 3.506 -0.944 2.950
C 1.435 -3.135 -1.174
O 1.058 -4.268 -1.552
O 1.863 -2.202 -1.920
C 1.609 -4.175 1.092
Br -0.026 -5.245 1.226
C 2.281 -4.076 2.479
C 2.007 -5.262 3.420
Br 4.241 -4.060 2.301
H -1.596 1.248 -0.854
H -2.368 0.080 -1.985
H -3.283 0.795 -0.627
H -2.347 -1.626 -0.438
H -3.465 -0.479 1.331
H -2.094 0.490 1.749
H -2.107 -1.272 2.068
H 0.104 -0.058 0.309
H -0.129 -1.055 -1.203
H -0.164 -2.057 1.689
H -0.778 -2.921 0.335
H 2.974 -1.648 -0.241
H 2.848 1.471 1.270
H 2.875 0.522 -0.108
H 3.043 -0.758 3.768
H 2.286 -4.743 0.470
H 1.944 -3.211 3.035
H 2.140 -6.218 2.930
H 1.062 -5.158 3.936
H 2.777 -5.208 4.187
C -0.077 3.749 -4.654
O 0.381 4.842 -3.876
C -0.392 5.061 -2.707
C 0.203 4.399 -1.480
O 0.243 2.990 -1.594
C 1.494 2.486 -2.046
H 0.740 3.434 -5.302
H -0.387 2.903 -4.038
H -0.918 4.064 -5.283
H -1.421 4.719 -2.863
H -0.417 6.142 -2.540
H -0.436 4.628 -0.622
H 1.202 4.795 -1.268
H 2.192 2.412 -1.206
H 1.928 3.106 -2.830
H 1.323 1.486 -2.443
C -1.436 5.236 2.044
O -1.642 6.558 1.567
C -2.855 7.136 2.014
C -2.670 8.001 3.246
O -2.218 7.267 4.370
C -0.811 7.312 4.543
H -0.374 5.009 1.963
H -1.748 5.112 3.082
H -1.990 4.529 1.417
H -3.600 6.356 2.202
H -3.225 7.768 1.202
H -3.641 8.429 3.515
H -1.987 8.831 3.033
H -0.525 8.234 5.060
H -0.279 7.244 3.593
H -0.529 6.463 5.164
C 3.354 1.494 -4.720
O 3.844 0.946 -3.512
C 4.109 -0.454 -3.608
C 5.566 -0.731 -3.910
O 5.985 -0.216 -5.173
C 6.597 1.055 -5.078
H 3.511 2.573 -4.693
H 3.857 1.082 -5.597
H 2.278 1.300 -4.800
H 3.460 -0.917 -4.355
H 3.860 -0.894 -2.641
H 5.706 -1.814 -3.947
H 6.206 -0.337 -3.113
H 7.652 0.947 -4.797
H 6.092 1.701 -4.358
H 6.545 1.520 -6.063
C -5.981 -6.053 3.547
O -6.228 -5.811 2.174
C -5.144 -5.168 1.515
C -4.225 -6.142 0.806
O -3.593 -7.040 1.707
C -4.268 -8.279 1.818
H -6.666 -6.833 3.878
H -4.956 -6.377 3.732
H -6.180 -5.145 4.129
H -4.577 -4.558 2.226
H -5.578 -4.497 0.768
H -3.434 -5.572 0.312
H -4.768 -6.698 0.034
H -3.979 -8.940 0.994
H -5.353 -8.157 1.827
H -3.958 -8.738 2.756
*
```

Molecular formula: C26H60Br2O12
Method: DFT, wB97M-V/def2-TZVPD

Its structure (SMILES) is COCCOCCOC.COCCOCCOC.COCCOCCOC.COCCOCCOC.BrCCBr.

ORCA input file:
```
! wB97M-V def2-TZVPD RIJCOSX def2/J DEFGRID3
* xyz 0 1
Br 0.439 -2.159 2.906
C 0.752 -1.412 1.126
C -0.491 -0.639 0.654
Br -0.243 -0.111 -1.240
H 0.835 -2.246 0.429
H 1.634 -0.774 1.080
H -0.671 0.186 1.343
H -1.306 -1.363 0.674
C 2.303 2.377 6.389
O 3.381 2.145 5.518
C 2.885 1.845 4.176
C 4.054 1.708 3.202
O 3.914 0.546 2.434
C 5.044 0.240 1.643
C 4.691 -0.734 0.552
O 3.755 -0.182 -0.397
C 3.517 -0.882 -1.533
H 1.579 3.136 6.092
H 2.695 2.584 7.385
H 1.789 1.425 6.520
H 2.184 2.558 3.742
H 2.375 0.883 4.136
H 5.004 1.664 3.736
H 4.157 2.639 2.645
H 5.943 0.011 2.216
H 5.420 1.169 1.215
H 4.254 -1.631 0.991
H 5.611 -1.101 0.098
H 3.238 -1.924 -1.371
H 4.408 -0.897 -2.159
H 2.753 -0.440 -2.172
C -3.589 -3.245 2.749
O -3.590 -2.174 1.776
C -4.753 -1.454 1.543
C -5.564 -0.960 2.741
O -6.516 -1.901 3.197
C -6.924 -1.779 4.558
C -8.154 -2.663 4.911
O -7.770 -3.984 5.131
C -7.380 -4.685 3.958
H -2.528 -3.447 2.899
H -4.090 -4.129 2.353
H -4.206 -3.087 3.633
H -5.463 -2.090 1.015
H -4.629 -0.568 0.920
H -6.227 -0.131 2.494
H -4.922 -0.640 3.561
H -7.181 -0.756 4.833
H -6.151 -2.101 5.255
H -8.947 -2.612 4.165
H -8.632 -2.193 5.770
H -6.540 -4.281 3.393
H -8.275 -4.710 3.337
H -7.157 -5.733 4.160
C 2.509 2.618 0.204
O 2.138 3.631 -0.731
C 2.631 4.900 -0.250
C 2.203 5.971 -1.239
O 2.549 5.706 -2.655
C 2.181 6.866 -3.455
C 2.300 6.632 -4.995
O 2.907 7.714 -5.639
C 3.116 7.649 -7.067
H 2.434 2.946 1.241
H 3.540 2.291 0.073
H 1.852 1.752 0.125
H 3.718 4.928 -0.174
H 2.113 5.119 0.684
H 2.566 6.922 -0.850
H 1.136 6.113 -1.066
H 2.659 7.781 -3.107
H 1.109 6.971 -3.291
H 1.334 6.303 -5.379
H 3.001 5.811 -5.141
H 3.531 8.619 -7.341
H 2.167 7.640 -7.602
H 3.595 6.811 -7.572
C -2.961 -2.492 -2.469
O -3.154 -3.746 -1.791
C -2.402 -4.844 -2.318
C -0.920 -4.779 -1.993
O -0.147 -4.096 -2.969
C 1.205 -4.154 -2.709
C 1.871 -3.034 -3.688
O 1.655 -3.389 -5.064
C 2.204 -2.437 -5.978
H -3.198 -2.470 -3.533
H -1.912 -2.208 -2.387
H -3.551 -1.671 -2.061
H -2.558 -5.098 -3.366
H -2.907 -5.631 -1.758
H -0.560 -5.796 -1.837
H -0.787 -4.236 -1.057
H 1.617 -5.123 -2.988
H 1.366 -3.901 -1.661
H 2.929 -2.956 -3.437
H 1.278 -2.136 -3.512
H 1.852 -2.813 -6.938
H 3.279 -2.536 -5.825
H 1.795 -1.439 -5.817
*
```

| no. | E_tot (Ha) | maximum force (Eh/bohr) |
| --- | --- | --- |
| 1 | -13213.7297 | 0.211 |
| 2 | -5142.4721 | 0.085 |
| 3 | -7453.1389 | 0.034 |
| 4 | -7077.2056 | 0.059 |